Below is C30H37BrN3O4Ti as an isolated structure, with properties calculated with ωB97M-V/def2-TZVPD.

Each line ends with the Mulliken charge.
Atoms and positions in Å:
Ti  0.40  0.53  0.27  -0.062
Br  -5.59  -2.45  -1.26  -0.120
C  -3.92  -3.07  -0.60  -0.020
C  -3.80  -4.40  -0.20  -0.346
C  -2.58  -4.80  0.30  -0.575
C  -1.54  -3.89  0.38  -0.594
C  -1.77  -2.61  -0.09  -0.163
N  -2.94  -2.20  -0.58  -0.142
C  -0.71  -1.57  -0.06  1.842
O  0.07  -1.46  0.93  -0.650
O  -0.63  -0.72  -1.00  -0.639
H  -4.65  -5.07  -0.27  0.431
H  -2.45  -5.82  0.64  0.447
H  -0.57  -4.15  0.77  0.505
C  0.52  0.38  3.47  -0.908
O  -0.14  0.94  2.32  0.257
C  -1.24  1.82  2.61  -0.469
C  -2.28  1.55  1.55  -0.774
O  -1.61  1.49  0.30  0.430
C  -2.54  1.41  -0.80  -0.988
H  -0.21  -0.13  4.10  0.423
H  1.01  1.17  4.04  0.286
H  1.24  -0.33  3.11  0.043
H  -0.90  2.85  2.57  0.091
H  -1.64  1.60  3.59  0.578
H  -3.03  2.35  1.54  0.508
H  -2.79  0.59  1.73  0.345
H  -3.11  2.34  -0.84  0.313
H  -1.97  1.28  -1.71  0.286
H  -3.20  0.55  -0.67  0.347
C  2.20  -1.08  -2.78  -1.158
C  2.73  -1.81  -1.57  1.680
C  3.11  -3.14  -1.66  -1.311
C  3.65  -3.80  -0.56  -0.897
C  3.82  -3.13  0.63  -1.046
C  3.44  -1.79  0.76  1.607
C  3.69  -1.07  2.06  -1.879
C  2.88  -1.15  -0.35  -1.174
N  2.39  0.19  -0.23  1.192
C  3.17  1.23  -0.54  0.431
C  4.60  1.10  -0.94  -1.833
C  2.52  2.49  -0.48  1.088
C  3.25  3.75  -0.82  -1.941
N  1.24  2.44  -0.14  0.953
C  0.47  3.65  -0.08  -1.150
C  -0.29  4.02  -1.20  1.723
C  -0.17  3.26  -2.50  -1.490
C  -1.11  5.14  -1.10  -0.988
C  -1.15  5.89  0.06  -0.945
C  -0.35  5.54  1.14  -1.032
C  0.47  4.42  1.08  0.943
C  1.40  4.10  2.23  -1.152
H  2.10  -1.76  -3.63  0.455
H  2.88  -0.28  -3.08  0.249
H  1.23  -0.63  -2.59  0.105
H  3.00  -3.66  -2.61  0.446
H  3.94  -4.84  -0.65  0.467
H  4.25  -3.64  1.48  0.509
H  4.76  -0.93  2.21  0.424
H  3.32  -1.66  2.90  0.471
H  3.22  -0.09  2.08  0.020
H  4.92  0.06  -0.94  0.448
H  5.25  1.66  -0.26  0.407
H  4.77  1.51  -1.94  0.398
H  3.67  3.69  -1.83  0.443
H  4.09  3.91  -0.14  0.371
H  2.60  4.62  -0.77  0.439
H  0.70  3.61  -3.06  0.337
H  -1.05  3.42  -3.12  0.474
H  -0.04  2.19  -2.35  0.020
H  -1.70  5.43  -1.96  0.478
H  -1.79  6.76  0.12  0.458
H  -0.36  6.15  2.04  0.499
H  0.99  4.46  3.17  0.495
H  2.37  4.60  2.09  0.386
H  1.60  3.03  2.30  -0.104

spin multiplicity	3
total charge	+1
frontier orbital gap (alpha / beta)	7.19 / 8.03	eV
E_HOMO (alpha / beta)	-0.3557 / -0.4128	Eh
strongest force on any atom	0.6	eV Å⁻¹
total energy	-137526.7203	eV
LUMO energy (alpha / beta)	-0.0916 / -0.1176	Ha

=====

Below is a 2-piece molecular cluster, C30H37N2O overall at a distorted geometry, with properties calculated with ωB97M-V/def2-TZVPD.

Each line ends with the Mulliken charge.
Atoms and positions in Å:
C  2.61  0.42  -2.63  -0.773
O  1.42  0.65  -1.81  -0.204
C  0.56  -0.32  -1.55  -0.158
C  -0.82  -0.09  -1.83  0.771
C  -1.60  -1.26  -2.05  -0.516
C  -2.96  -1.11  -2.27  -0.774
C  -3.52  0.17  -2.39  1.139
C  -4.98  0.30  -2.65  -1.431
C  -2.71  1.32  -2.24  -0.855
C  -1.36  1.21  -1.99  -0.836
H  3.14  1.38  -2.62  0.238
H  3.25  -0.37  -2.20  0.330
H  2.30  0.17  -3.67  0.338
H  0.89  -1.37  -1.57  0.662
H  -1.13  -2.24  -2.04  0.574
H  -3.59  -2.02  -2.33  0.436
H  -5.27  1.35  -2.73  0.376
H  -5.23  -0.20  -3.59  0.339
H  -5.61  -0.16  -1.88  0.323
H  -3.18  2.29  -2.32  0.348
H  -0.67  2.06  -1.95  0.514
C  4.87  4.68  -0.82  -1.583
C  3.97  3.64  -0.21  0.826
C  2.71  4.00  0.24  -0.905
C  1.81  3.08  0.79  1.811
C  0.42  3.56  1.14  -2.180
C  2.23  1.75  0.96  -0.752
N  1.32  0.80  1.52  0.510
C  0.74  -0.23  0.87  -0.641
N  -0.30  -0.68  1.66  0.422
C  -1.09  -1.79  1.31  -0.555
C  -0.47  -2.86  0.62  1.198
C  0.97  -2.84  0.27  -0.857
C  -1.22  -4.00  0.33  -0.798
C  -2.59  -4.08  0.63  0.888
C  -3.35  -5.31  0.21  -1.639
C  -3.18  -3.02  1.32  -0.942
C  -2.47  -1.85  1.65  1.434
C  -3.19  -0.73  2.32  -2.034
C  -0.22  -0.11  3.04  -0.538
C  0.84  0.94  2.92  -0.640
C  3.51  1.36  0.53  1.105
C  3.98  -0.05  0.69  -1.153
C  4.37  2.31  -0.04  -1.060
H  5.82  4.24  -1.14  0.379
H  4.39  5.12  -1.70  0.336
H  5.09  5.51  -0.13  0.372
H  2.38  5.04  0.16  0.434
H  -0.29  2.73  1.27  0.215
H  0.43  4.17  2.07  0.375
H  0.04  4.20  0.33  0.503
H  1.16  -3.39  -0.68  0.383
H  1.33  -1.73  0.19  -0.460
H  1.59  -3.30  1.09  0.373
H  -0.72  -4.84  -0.13  0.461
H  -4.43  -5.20  0.41  0.378
H  -3.23  -5.49  -0.87  0.347
H  -3.00  -6.22  0.72  0.353
H  -4.22  -3.10  1.63  0.419
H  -4.24  -0.68  1.95  0.459
H  -3.26  -0.89  3.41  0.363
H  -2.72  0.25  2.12  0.305
H  -1.21  0.23  3.34  0.359
H  0.08  -0.89  3.75  0.298
H  1.65  0.77  3.64  0.281
H  0.48  1.96  3.08  0.363
H  4.91  -0.21  0.12  0.397
H  4.20  -0.29  1.75  0.350
H  3.22  -0.77  0.33  -0.102
H  5.38  2.02  -0.35  0.302

spin multiplicity	1
total charge	+1
frontier orbital gap	6.87	eV
E_HOMO	-0.3917	Eh
strongest force on any atom	3.2	eV Å⁻¹
total energy	-36730.4505	eV
LUMO energy	-0.1394	Ha

=====

Short version: energy above the lowest of the compared OMol25 structures with the same formula, charge and spin = 10.1, 36.0 kcal per mole, in the order given.